A 19-piece molecular cluster, C95H95N19 overall at a distorted geometry. Source: the Open Molecules 2025 dataset; level of theory: ωB97M-V/def2-TZVPD.

Computed properties:
* energy above the lowest of the compared OMol25 structures with the same formula, charge and spin: 0.00 kcal per mole
* 2S+1: 1

Positions of all 209 atoms, in Å:
N (-0.787022, -2.815403, 3.887538)
C (-0.893540, -1.524028, 3.601945)
C (-1.804085, -0.661795, 4.171821)
C (-2.657986, -1.164548, 5.155854)
C (-2.556709, -2.514869, 5.454603)
C (-1.642384, -3.290227, 4.801325)
H (-0.219316, -1.150666, 2.846443)
H (-1.899647, 0.349221, 3.800757)
H (-3.442682, -0.543835, 5.579037)
H (-3.213472, -2.965067, 6.182473)
H (-1.462124, -4.309857, 5.108659)
N (0.519412, -4.024849, -6.105715)
C (1.723853, -3.851008, -5.609318)
C (2.099994, -2.743081, -4.855232)
C (1.128342, -1.819849, -4.492223)
C (-0.126670, -1.999233, -4.957071)
C (-0.436740, -3.140251, -5.694085)
H (2.435045, -4.608485, -5.919878)
H (3.141364, -2.658814, -4.592597)
H (1.429849, -0.958052, -3.922828)
H (-0.924333, -1.282933, -4.858284)
H (-1.467304, -3.324871, -5.976716)
N (6.668082, 4.151869, -0.058917)
C (6.553524, 3.252659, -1.021971)
C (5.372275, 2.706835, -1.489125)
C (4.187369, 3.103603, -0.873382)
C (4.259035, 4.058564, 0.094410)
C (5.507081, 4.559649, 0.508920)
H (7.497614, 2.880087, -1.398067)
H (5.403047, 1.908708, -2.212128)
H (3.226220, 2.694515, -1.164020)
H (3.406181, 4.569894, 0.507192)
H (5.543552, 5.391856, 1.204401)
N (-4.650407, 7.559458, -0.745834)
C (-5.888276, 7.187843, -0.480625)
C (-6.219017, 5.933320, -0.003344)
C (-5.199191, 5.004227, 0.272408)
C (-3.928635, 5.401416, 0.011293)
C (-3.690362, 6.671174, -0.449580)
H (-6.666758, 7.850271, -0.820485)
H (-7.249281, 5.596982, -0.046244)
H (-5.482405, 4.001695, 0.551954)
H (-3.122878, 4.687575, 0.071524)
H (-2.701691, 7.024091, -0.693742)
N (0.870886, 1.511853, 4.344054)
C (2.109758, 0.973113, 4.488457)
C (2.855067, 1.083745, 5.631796)
C (2.300918, 1.649063, 6.763206)
C (1.025639, 2.171467, 6.652716)
C (0.312506, 2.039968, 5.465238)
H (2.504157, 0.596941, 3.554888)
H (3.901535, 0.774533, 5.578569)
H (2.862778, 1.832128, 7.673028)
H (0.523998, 2.703839, 7.445029)
H (-0.661537, 2.508332, 5.357694)
N (-1.397479, 3.729498, -2.338829)
C (-2.627962, 4.078621, -2.706287)
C (-2.930224, 5.294958, -3.306499)
C (-1.897590, 6.225364, -3.507393)
C (-0.656384, 5.865315, -3.126642)
C (-0.440488, 4.623677, -2.553953)
H (-3.427373, 3.394422, -2.452552)
H (-3.962418, 5.516111, -3.517520)
H (-2.180104, 7.145590, -3.978645)
H (0.203075, 6.477947, -3.312461)
H (0.545028, 4.349676, -2.202510)
N (1.586840, -5.405365, -0.825797)
C (0.777257, -5.611454, -1.853325)
C (-0.587113, -5.414144, -1.806505)
C (-1.180357, -4.955386, -0.649875)
C (-0.343007, -4.760875, 0.459066)
C (1.025999, -4.956254, 0.297354)
H (1.230865, -5.941411, -2.776214)
H (-1.180187, -5.617589, -2.680289)
H (-2.251765, -4.814585, -0.559157)
H (-0.703275, -4.481579, 1.440408)
H (1.647685, -4.836426, 1.165551)
N (-0.921011, 4.372368, 3.030175)
C (-1.164983, 5.660049, 2.837040)
C (-0.800021, 6.350955, 1.706390)
C (-0.101788, 5.716067, 0.696494)
C (0.145460, 4.364877, 0.894712)
C (-0.247534, 3.757742, 2.061228)
H (-1.686478, 6.141626, 3.652083)
H (-1.005386, 7.401146, 1.622922)
H (0.213412, 6.205589, -0.216817)
H (0.606416, 3.777824, 0.111536)
H (-0.070080, 2.705815, 2.217686)
N (5.183117, 0.151934, 1.951501)
C (5.953192, 1.232597, 2.179747)
C (7.217297, 1.405995, 1.631024)
C (7.748657, 0.411889, 0.841807)
C (6.974152, -0.694033, 0.588842)
C (5.750677, -0.802680, 1.222483)
H (5.543853, 2.023887, 2.795713)
H (7.758731, 2.298654, 1.899917)
H (8.778937, 0.458859, 0.523759)
H (7.356520, -1.572261, 0.082699)
H (5.202500, -1.717348, 1.092027)
N (2.803398, -4.156916, 3.439851)
C (3.488447, -5.240866, 3.114600)
C (3.983248, -6.184032, 4.020738)
C (3.559238, -6.015644, 5.334603)
C (2.827864, -4.869555, 5.693903)
C (2.398101, -4.023180, 4.696860)
H (3.677768, -5.398668, 2.057587)
H (4.439689, -7.117238, 3.719357)
H (3.730914, -6.768637, 6.098851)
H (2.522341, -4.772262, 6.727159)
H (1.721651, -3.207139, 4.898846)
N (-5.752252, 2.744184, -7.114421)
C (-6.208908, 2.150412, -6.001073)
C (-5.366539, 1.520837, -5.066284)
C (-4.024431, 1.599892, -5.259676)
C (-3.534727, 2.225518, -6.369337)
C (-4.439124, 2.846529, -7.256633)
H (-7.281926, 2.009033, -5.940102)
H (-5.846716, 0.902381, -4.328706)
H (-3.331629, 1.097478, -4.595633)
H (-2.485884, 2.289261, -6.629741)
H (-4.134374, 3.288581, -8.190780)
N (-1.205645, -6.411450, 3.245479)
C (0.063333, -6.854925, 3.199554)
C (0.368236, -8.191598, 3.010077)
C (-0.663024, -9.112190, 2.879621)
C (-1.972836, -8.643030, 2.903064)
C (-2.159570, -7.306605, 3.122487)
H (0.851138, -6.124026, 3.313450)
H (1.403522, -8.476352, 2.887821)
H (-0.405620, -10.138235, 2.681674)
H (-2.767800, -9.349723, 2.750442)
H (-3.164665, -6.935478, 3.132706)
N (-7.246439, -3.975344, 1.167359)
C (-6.038386, -4.298018, 0.717970)
C (-4.876799, -4.249960, 1.478769)
C (-4.931360, -3.894116, 2.816913)
C (-6.210691, -3.566255, 3.282251)
C (-7.304438, -3.667717, 2.433057)
H (-5.969439, -4.662123, -0.295060)
H (-3.946981, -4.523586, 1.005567)
H (-4.057743, -3.921952, 3.445506)
H (-6.335836, -3.267700, 4.314559)
H (-8.254549, -3.474868, 2.889766)
N (5.078114, -3.371964, -3.006890)
C (5.707445, -2.333928, -3.501692)
C (5.528457, -1.046182, -3.071640)
C (4.667552, -0.828881, -1.984867)
C (3.981554, -1.910072, -1.454629)
C (4.227796, -3.166231, -2.002802)
H (6.415223, -2.512837, -4.294364)
H (6.076201, -0.202170, -3.454760)
H (4.468238, 0.156283, -1.570894)
H (3.198287, -1.808187, -0.721095)
H (3.672456, -4.015141, -1.635644)
N (5.549107, 5.138385, 5.249261)
C (5.182290, 6.398273, 5.203064)
C (3.950843, 6.866351, 4.841545)
C (2.976247, 5.903006, 4.458971)
C (3.379997, 4.572712, 4.499384)
C (4.661809, 4.212894, 4.891340)
H (5.977906, 7.092197, 5.439839)
H (3.645173, 7.900409, 4.842150)
H (1.986328, 6.148799, 4.091439)
H (2.681198, 3.799077, 4.223388)
H (4.915484, 3.161146, 4.896419)
N (-4.596034, 1.418709, -0.779649)
C (-3.391405, 1.238614, -0.224999)
C (-3.098874, 0.203073, 0.665552)
C (-4.123642, -0.663257, 0.978940)
C (-5.358588, -0.507431, 0.394775)
C (-5.554220, 0.554543, -0.463603)
H (-2.666940, 1.990822, -0.490386)
H (-2.085305, 0.183660, 1.035400)
H (-3.888647, -1.472639, 1.655246)
H (-6.144834, -1.212600, 0.632742)
H (-6.531871, 0.705215, -0.895430)
N (1.662074, 2.352902, -4.481797)
C (2.792796, 1.867090, -5.034132)
C (2.970178, 1.668035, -6.382412)
C (2.005663, 2.067402, -7.258820)
C (0.808160, 2.576030, -6.712826)
C (0.728141, 2.733631, -5.329354)
H (3.511452, 1.577766, -4.275545)
H (3.892373, 1.246828, -6.747228)
H (2.112651, 2.047731, -8.329508)
H (0.009418, 2.894536, -7.361780)
H (-0.163886, 3.128542, -4.861266)
N (1.053872, 1.299076, -0.308911)
C (1.538285, 0.341637, 0.470673)
C (1.072620, -0.946564, 0.515553)
C (0.102142, -1.326402, -0.392804)
C (-0.425388, -0.357759, -1.229805)
C (0.072414, 0.940972, -1.194997)
H (2.419885, 0.675313, 0.994901)
H (1.633658, -1.662160, 1.107308)
H (-0.214368, -2.349291, -0.552227)
H (-1.222477, -0.523525, -1.933782)
H (-0.295317, 1.627368, -1.943942)
N (-3.849250, -4.042648, -2.405298)
C (-4.250102, -4.218052, -3.646895)
C (-4.425241, -3.229694, -4.569917)
C (-4.179202, -1.901776, -4.208691)
C (-3.773621, -1.729678, -2.871910)
C (-3.601483, -2.790706, -2.013267)
H (-4.453442, -5.247742, -3.903208)
H (-4.771216, -3.442412, -5.567882)
H (-4.293472, -1.054081, -4.886192)
H (-3.628881, -0.703789, -2.529887)
H (-3.307627, -2.582382, -0.989968)

Atomic forces in eV per Å
-0.23 -0.11 0.21
0.31 -0.06 -0.53
-0.90 0.03 0.54
0.00 0.16 -0.90
-0.81 0.49 0.54
1.38 -0.26 0.00
0.16 0.08 -0.12
0.20 0.11 0.18
0.22 -0.06 0.13
-0.04 -0.06 0.17
-0.30 -0.31 -0.26
-2.35 0.28 0.93
0.59 0.45 -0.50
-0.08 -0.58 0.15
2.09 0.21 -0.02
-1.97 -0.76 -0.79
1.42 -0.34 -0.50
0.28 0.14 0.13
0.03 0.18 0.32
-0.12 0.31 0.16
-0.10 0.24 0.54
0.13 -0.06 -0.30
-1.14 0.71 0.97
0.53 -0.54 -0.11
-0.30 -0.11 0.76
-0.04 -0.66 -0.98
0.94 1.57 1.13
0.18 -0.39 -1.50
0.09 0.06 -0.29
-0.02 0.10 -0.28
-0.02 -0.03 -0.06
-0.47 -0.39 0.20
0.19 -0.24 0.19
0.86 -0.02 0.58
-0.48 -0.57 -0.56
0.14 -0.86 -0.08
-2.05 0.66 -0.44
1.18 -0.61 0.24
-0.30 1.20 -0.66
-0.22 0.31 0.15
-0.02 0.22 0.48
0.27 -0.16 0.10
0.32 0.04 0.27
0.34 -0.22 0.06
-0.14 -0.53 1.42
-1.55 1.26 -1.08
1.10 -0.55 0.23
-0.09 0.83 0.03
-0.80 -0.25 -0.09
1.26 0.08 -1.19
0.36 -0.28 0.10
-0.34 -0.13 0.28
0.09 -0.25 -0.12
0.17 -0.05 0.36
0.03 -0.17 -0.09
0.05 0.04 0.10
-0.31 0.43 -0.16
0.50 -0.06 0.41
-2.51 -0.74 -0.48
1.62 -0.25 0.07
-0.03 -0.28 0.34
-0.07 -0.23 -0.12
-0.12 0.15 -0.20
0.34 0.51 -0.08
0.25 0.43 0.06
0.20 -0.10 -0.17
0.33 0.37 0.23
0.10 0.02 -0.16
-0.51 0.18 -0.32
0.47 -0.18 1.20
-0.02 0.08 -0.55
-0.69 -0.54 0.10
0.14 -0.13 -0.10
-0.15 0.00 -0.23
0.09 -0.04 -0.23
-0.15 0.14 -0.03
0.40 0.20 0.13
0.27 -0.09 0.12
-0.32 -0.13 0.54
0.46 0.85 -0.45
-0.23 -0.67 0.39
0.39 0.27 -1.04
-0.46 -0.59 0.21
-0.14 0.26 -0.03
-0.23 0.34 0.07
-0.09 0.12 0.10
0.17 -0.17 0.15
0.18 -0.22 0.02
0.58 0.42 0.54
-0.30 -0.14 -0.66
-0.35 0.27 0.73
0.40 0.02 0.00
0.30 -0.76 0.54
-0.39 0.11 -0.43
-0.18 -0.05 0.05
0.18 0.07 -0.12
0.04 0.13 -0.32
0.01 0.19 -0.25
-0.39 -0.22 0.02
-0.77 -0.31 -0.62
1.09 -0.33 -0.23
-1.52 0.02 0.55
0.07 0.56 0.27
0.03 -1.35 0.07
0.60 0.43 0.28
0.14 0.21 -0.08
0.23 0.22 -0.21
0.30 0.11 -0.13
-0.16 0.21 -0.07
0.01 0.22 0.05
-0.57 0.40 0.84
0.74 -0.84 -0.41
-2.06 0.51 -0.78
1.29 -0.73 0.49
-0.12 1.58 -1.56
0.16 -1.27 0.43
-0.02 0.23 0.11
0.18 0.09 0.54
0.00 0.01 0.15
0.08 -0.14 0.34
0.39 0.24 -0.04
1.18 0.38 0.40
-0.76 -0.08 0.02
0.08 0.09 -0.13
0.18 0.55 -0.33
1.18 -1.32 0.11
-0.84 0.23 -0.35
0.00 0.20 -0.04
0.05 -0.14 0.19
-0.20 -0.29 0.03
-0.43 0.11 0.06
-0.51 0.32 0.10
0.00 -0.70 -0.88
0.42 -0.01 -0.18
0.17 -0.21 -0.11
-1.22 0.09 -0.46
1.08 -0.29 0.31
0.25 0.74 1.61
-0.04 0.17 -0.30
0.16 -0.11 -0.02
0.14 0.21 0.13
-0.20 -0.05 0.02
-0.66 0.18 -0.18
-0.37 -1.00 0.48
0.64 0.40 -0.62
-0.56 1.00 1.61
-0.34 -0.08 -0.30
0.06 -0.31 -0.65
-0.18 0.33 -0.04
0.11 -0.22 -0.29
0.19 -0.02 -0.39
0.20 -0.09 -0.16
0.15 0.12 0.26
-0.01 -0.30 0.04
0.43 -1.55 -0.15
0.88 1.02 0.22
-2.43 -0.98 -0.74
1.51 0.14 0.30
-0.63 -0.08 -0.22
-0.57 0.91 0.02
-0.02 0.23 0.19
0.44 0.23 0.03
0.05 0.17 0.21
-0.14 -0.18 -0.10
0.38 0.03 0.17
0.20 0.19 -0.04
-0.62 -0.08 0.08
-0.06 1.25 -0.81
1.05 -0.45 0.39
-0.29 -0.33 0.29
-0.06 -0.15 0.04
0.43 0.03 -0.06
-0.02 -0.43 0.33
-0.32 -0.17 0.12
-0.13 0.10 -0.11
-0.11 0.14 -0.22
1.20 0.03 -0.32
-0.95 -0.23 1.39
1.19 -0.09 -0.01
-2.08 0.79 0.25
1.13 0.02 -0.10
-0.89 -0.32 -0.51
0.35 -0.11 -0.34
0.21 -0.06 0.02
0.17 -0.31 -0.17
-0.16 0.09 -0.01
-0.22 0.13 -0.13
-1.17 0.09 -1.88
0.23 1.22 -0.09
0.56 -1.02 -0.33
-0.39 -0.06 -0.35
0.18 0.89 -0.06
0.93 -0.71 1.21
0.12 -0.28 0.67
-0.32 -0.14 0.17
0.02 -0.09 0.43
-0.06 -0.54 -0.20
0.14 0.57 0.37
0.41 0.29 1.10
-0.10 -1.17 0.16
-0.12 1.74 -0.99
0.25 -1.00 1.17
-0.16 1.60 -1.01
-0.37 -0.10 -0.45
-0.06 -0.14 -0.21
-0.02 -0.27 -0.14
-0.03 -0.39 0.18
0.12 -0.24 0.19
0.07 -0.31 0.04

C3H11N3Si as an isolated structure at a distorted geometry. Source: the Open Molecules 2025 dataset; level of theory: ωB97M-V/def2-TZVPD.

Computed properties:
* energy above the lowest of the compared OMol25 structures with the same formula, charge and spin: 80.75 kcal per mole
* 2S+1: 1

Positions of all 18 atoms, in Å:
C (0.618961, -1.400041, -2.896211)
C (0.271385, 0.031388, -2.497288)
C (0.563264, 0.619390, -1.288469)
N (0.223604, 1.830331, 2.538665)
N (-1.716828, 0.384271, 1.463413)
N (0.254015, -1.414219, 2.547340)
Si (-0.235507, 0.080983, 2.223764)
H (1.703832, -1.288047, -3.269655)
H (0.568599, -2.361085, -1.911291)
H (-0.332677, 0.634125, -3.220839)
H (0.192345, 1.623461, -1.183741)
H (1.029832, 0.063054, -0.449136)
H (1.121549, 2.223569, 2.527934)
H (-0.255438, 2.317666, 3.300967)
H (-2.063737, 1.106305, 0.800154)
H (-2.128283, -0.506857, 1.314764)
H (0.204633, -1.858867, 3.474258)
H (-0.019551, -2.085428, -3.474629)

Atomic forces in eV per Å
1.54 -2.59 2.87
-0.83 0.07 1.80
-0.70 -1.69 -2.18
-1.39 -1.91 0.17
0.20 0.35 -0.68
-0.62 0.82 0.33
-0.02 2.36 0.98
-1.68 -1.04 0.32
0.79 3.53 -2.18
0.78 -0.54 0.52
0.28 0.29 0.46
-0.20 0.49 -0.75
1.61 -0.03 -0.13
-0.25 -0.55 -0.49
0.83 -0.83 1.06
-0.91 -0.65 -0.44
0.51 0.45 -0.82
0.08 1.47 -0.85

The HOMO-LUMO gap results, record by record, are as follows: 9.801 9.251 eV.